[1]
# C24H22Cl3FeI2N3O2

A structure of composition C24H22Cl3FeI2N3O2 at a distorted geometry (the ωB97M-V functional and the def2-TZVPD basis, OMol25).

Geometry as XYZ:
```
57
Properties=species:S:1:pos:R:3:forces:R:3
Fe -0.186 -0.198 0.557 -1.1 0.4 2.6
I -5.183 4.247 -2.255 0.2 -0.1 0.1
C -3.490 3.411 -1.323 -0.3 0.1 -0.2
C -2.826 4.126 -0.334 0.0 0.0 0.0
C -1.708 3.576 0.255 0.4 -0.2 0.2
I -0.670 4.564 1.782 -0.2 0.0 -0.2
C -1.203 2.303 -0.107 -0.1 0.2 -0.1
O -0.127 1.814 0.435 -0.1 -0.2 -0.3
C -1.932 1.601 -1.103 0.2 0.1 0.2
C -1.476 0.207 -1.421 -0.5 0.1 -0.4
N -2.087 -0.761 -0.521 0.2 -0.3 -0.4
C -1.955 -2.164 -0.871 0.0 0.2 -0.1
C -0.532 -2.632 -0.653 -0.1 -0.1 0.1
C 0.178 -3.329 -1.616 0.0 -0.2 -0.1
C 1.449 -3.795 -1.312 -0.1 0.1 0.2
C 1.952 -3.566 -0.040 0.1 -0.2 -0.1
C 1.186 -2.849 0.857 -0.3 0.0 0.1
N -0.022 -2.351 0.561 0.5 -0.7 -0.6
C -3.055 2.154 -1.697 0.0 -0.1 -0.1
H -3.186 5.097 -0.024 0.0 0.0 0.0
H -0.390 0.139 -1.202 -0.1 0.3 -1.6
H -1.644 -0.036 -2.481 0.2 0.0 0.0
H -3.022 -0.502 -0.243 0.1 0.1 0.3
H -2.270 -2.380 -1.901 0.0 0.0 0.0
H -2.591 -2.726 -0.187 0.0 0.0 0.0
H -0.269 -3.526 -2.582 0.0 0.1 0.0
H 2.025 -4.341 -2.048 0.0 0.0 0.0
H 2.926 -3.933 0.251 0.0 0.0 0.0
H 1.536 -2.653 1.863 0.1 0.1 0.0
H -3.594 1.597 -2.455 0.0 0.0 0.0
Cl -0.878 -1.302 7.690 0.0 0.0 0.2
C -1.113 -1.010 5.996 0.0 0.0 -0.2
C -0.032 -0.648 5.209 0.1 0.0 0.1
C -0.251 -0.413 3.869 -0.6 -0.1 0.0
Cl 1.025 0.014 2.775 0.9 0.2 0.6
C -1.516 -0.505 3.242 0.2 0.0 0.0
O -1.677 -0.262 1.992 0.0 -0.1 0.1
C -2.569 -0.903 4.100 0.2 0.1 0.0
Cl -4.139 -1.089 3.402 -0.2 0.0 0.0
C -2.379 -1.146 5.446 0.0 0.0 0.0
H 0.954 -0.551 5.641 0.0 0.0 0.0
H -3.217 -1.443 6.062 0.0 0.0 0.0
C 4.176 1.950 -1.653 0.0 0.0 0.1
C 3.117 0.999 -2.227 0.3 0.1 -0.3
C 2.078 1.779 -3.046 -0.1 0.0 0.1
C 3.771 -0.103 -3.077 0.0 0.0 0.1
C 2.409 0.351 -1.128 0.0 -0.1 0.2
N 1.815 -0.170 -0.297 0.2 0.1 -0.3
H 4.721 2.417 -2.473 0.0 0.0 0.0
H 4.886 1.414 -1.024 0.0 0.0 0.0
H 3.709 2.732 -1.055 0.0 0.0 0.0
H 2.578 2.283 -3.873 0.0 0.0 0.0
H 1.578 2.526 -2.429 0.0 0.0 0.0
H 1.320 1.109 -3.455 0.0 0.0 0.0
H 4.303 0.348 -3.914 0.0 0.0 0.0
H 3.016 -0.785 -3.471 0.0 0.0 0.0
H 4.481 -0.681 -2.484 0.0 0.0 0.0
```
Forces are in eV/Å.

Output
LUMO (spin up / spin down): -0.26 / -0.33 eV
spin multiplicity: 5
molar mass: 800.47 g/mol
total charge: 0

Here are the Löwdin charges for atoms 1 to 4, given in e: number 1, Fe, carries 0.57; number 2, I, carries 0.81; number 3, C, carries -0.74; number 4, C, carries -0.23

---

[2]
# C5H16NO2

A cluster of 3 separate species, C5H16NO2 in total at a distorted geometry (the ωB97M-V functional and the def2-TZVPD basis, OMol25).

Geometry as XYZ:
```
24
Properties=species:S:1:pos:R:3:forces:R:3
C -0.444 -1.265 -0.906 -0.6 -2.2 0.2
C -1.140 -0.223 -0.051 -1.2 -1.5 1.3
N -0.290 0.155 1.136 1.9 -0.3 1.4
C -0.900 1.440 1.649 -1.0 0.1 0.4
C -1.247 2.235 0.368 -0.1 0.7 2.4
C -1.575 1.098 -0.591 -1.4 1.5 -4.1
H -0.906 -1.441 -1.899 0.4 0.8 0.4
H -0.636 -2.324 -0.464 0.8 1.8 -0.3
H 0.641 -1.086 -0.990 -0.6 -0.1 -0.2
H -2.082 -0.693 0.433 1.5 0.6 -0.7
H 0.737 0.511 0.886 -2.0 -1.7 0.3
H -0.236 -0.672 1.883 0.0 2.4 -2.0
H -1.975 1.224 1.980 2.0 0.0 0.9
H -0.090 1.903 2.294 -1.8 -0.4 -0.2
H -2.074 2.948 0.671 0.8 -0.9 -0.7
H -0.359 2.865 0.169 -0.6 -0.4 -0.8
H -1.018 1.444 -1.491 -0.1 -1.0 0.2
H -2.664 0.968 -1.051 2.1 0.7 1.5
H 3.443 1.262 0.684 -2.5 -0.6 0.5
H 3.302 -0.118 0.710 0.2 -2.2 0.0
O 2.686 0.579 0.841 2.1 2.8 -0.5
H 1.675 -4.106 -2.354 -0.6 1.1 0.3
H 2.455 -2.866 -2.051 -0.8 0.1 -0.1
O 1.520 -3.156 -2.113 1.5 -1.3 -0.3
```
Forces are in eV/Å.

Output
LUMO: -2.98 eV
spin multiplicity: 1
molar mass: 122.19 g/mol
ΔE to the lowest compared entry with this formula, charge and spin: 1.692 eV
total charge: +1

Here are the Löwdin charges for atoms 1 to 4, given in e: number 1, C, carries -0.06; number 2, C, carries -0.37; number 3, N, carries 0.03; number 4, C, carries -0.14

---

[3]
# C28H27Cl3N3O3RuS2

A structure of composition C28H27Cl3N3O3RuS2 (the ωB97M-V functional and the def2-TZVPD basis, OMol25).

Geometry as XYZ:
```
67
Properties=species:S:1:pos:R:3:forces:R:3
Ru 0.771 -0.260 0.429 0.0 -0.2 -0.2
C 2.042 -2.106 -1.607 0.0 0.0 0.0
C 0.670 -1.826 -1.057 0.1 0.0 0.0
N 0.074 -0.626 -1.299 -0.1 0.0 0.3
N -1.082 -0.309 -1.805 0.0 0.1 -0.1
C -1.581 0.763 -1.187 -0.1 -0.1 -0.1
S -0.783 1.359 0.191 0.1 0.1 0.0
S -2.994 1.557 -1.748 -0.1 0.1 0.0
C -3.694 0.354 -2.937 0.1 0.0 0.0
C -4.632 -0.625 -2.290 0.0 0.0 0.0
C -4.146 -1.739 -1.606 0.0 0.0 0.0
C -5.026 -2.625 -1.006 0.0 0.0 0.0
C -6.397 -2.411 -1.083 0.0 0.0 0.0
C -6.884 -1.308 -1.767 0.0 0.0 0.0
C -6.004 -0.419 -2.367 0.0 0.0 0.0
C -0.203 -2.870 -0.521 0.0 0.0 0.0
C -0.398 -4.126 -1.107 0.0 0.0 0.0
C -1.290 -5.005 -0.537 0.0 0.0 0.0
C -1.983 -4.636 0.626 0.0 0.0 0.0
C -1.797 -3.407 1.218 0.0 0.1 0.0
C -0.891 -2.505 0.645 0.0 0.0 0.0
O -0.669 -1.319 1.203 -0.1 -0.1 0.1
H 2.208 -1.564 -2.536 0.0 0.0 0.0
H 2.827 -1.820 -0.905 0.0 0.0 0.0
H 2.135 -3.178 -1.776 0.0 0.0 0.0
H -4.212 0.991 -3.653 0.0 0.0 0.0
H -2.863 -0.130 -3.444 0.0 0.0 0.0
H -3.079 -1.926 -1.554 0.0 0.0 0.0
H -4.640 -3.490 -0.484 0.0 0.0 0.0
H -7.082 -3.105 -0.616 0.0 0.0 0.0
H -7.951 -1.139 -1.836 0.0 0.0 0.0
H -6.389 0.440 -2.903 0.0 0.0 0.0
H 0.139 -4.396 -2.007 0.0 0.0 0.0
H -1.451 -5.978 -0.978 0.0 0.0 0.0
H -2.676 -5.338 1.072 0.0 0.0 0.0
H -2.320 -3.118 2.120 0.0 0.0 0.0
Cl 3.076 1.926 7.373 0.0 0.0 0.0
C 2.647 1.325 5.812 0.0 0.0 0.0
C 1.321 1.347 5.414 0.0 0.0 0.0
C 0.982 0.860 4.164 0.0 0.1 0.1
Cl -0.665 0.917 3.654 0.0 0.0 0.0
C 1.946 0.347 3.293 0.0 -0.1 0.1
O 1.666 -0.127 2.089 0.1 0.1 0.0
C 3.281 0.366 3.726 0.0 0.0 0.0
Cl 4.505 -0.202 2.643 0.0 0.0 0.0
C 3.638 0.839 4.972 0.0 0.0 0.0
H 0.556 1.739 6.068 0.0 0.0 0.0
H 4.673 0.832 5.282 0.0 0.0 0.0
O 2.488 0.683 -0.337 -0.1 0.1 -0.1
C 3.066 1.725 0.025 0.1 -0.1 0.1
C 2.509 2.712 0.999 0.0 0.0 0.0
C 2.176 3.973 0.145 0.0 0.0 0.0
C 1.897 3.724 -1.358 0.0 0.0 0.0
C 3.132 3.616 -2.275 0.0 0.0 0.0
C 3.948 2.334 -2.100 0.0 0.0 0.0
N 4.164 2.130 -0.652 0.0 0.0 0.0
H 3.240 2.945 1.777 0.0 0.0 0.0
H 1.627 2.310 1.489 0.0 0.0 0.0
H 2.993 4.693 0.230 0.0 0.0 0.0
H 1.305 4.451 0.593 0.0 0.0 0.0
H 1.301 4.565 -1.716 0.0 0.0 0.0
H 1.261 2.840 -1.482 0.0 0.0 0.0
H 3.780 4.479 -2.089 0.0 0.0 0.0
H 2.816 3.691 -3.317 0.0 0.0 0.0
H 4.911 2.392 -2.602 0.0 0.0 0.0
H 3.421 1.461 -2.478 0.0 0.0 0.0
H 4.590 2.946 -0.230 0.0 0.0 0.0
```
Forces are in eV/Å.

Output
LUMO (spin up / spin down): -5.37 / -5.38 eV
spin multiplicity: 1
molar mass: 725.11 g/mol
ΔE to the lowest compared entry with this formula, charge and spin: 0.566 eV
total charge: +1

Here are the Löwdin charges for atoms 1 to 4, given in e: number 1, Ru, carries 1.31; number 2, C, carries 0.01; number 3, C, carries -0.31; number 4, N, carries -0.18

---

[4]
# C22H33F3HfN11SSe2

A structure of composition C22H33F3HfN11SSe2 (the ωB97M-V functional and the def2-TZVPD basis, OMol25).

Geometry as XYZ:
```
73
Properties=species:S:1:pos:R:3:forces:R:3
Hf 0.362 0.319 0.353 -0.2 0.1 0.3
C -0.993 3.150 1.351 0.1 0.0 0.1
C 0.328 3.300 2.075 -0.1 0.0 0.0
N 1.289 2.202 1.722 0.1 0.1 0.0
C 2.030 1.742 2.937 0.0 -0.1 0.0
C 1.447 0.441 3.528 0.0 0.1 0.0
N 0.179 0.068 2.847 0.0 -0.1 0.0
C -0.942 0.786 3.535 0.0 0.1 -0.1
C -2.015 1.254 2.576 0.0 -0.1 0.1
N -1.416 1.727 1.306 0.0 0.1 0.0
H -1.753 3.757 1.847 0.0 0.0 0.0
H -0.909 3.503 0.329 0.0 0.0 0.0
H 0.770 4.268 1.837 0.0 0.0 0.0
H 0.172 3.297 3.151 0.0 0.0 0.0
H 1.982 2.627 1.116 0.0 0.0 0.0
H 3.079 1.593 2.678 0.0 0.0 0.0
H 2.033 2.536 3.683 0.0 0.0 0.0
H 2.152 -0.380 3.434 0.0 0.0 0.0
H 1.272 0.562 4.598 0.0 0.0 0.0
H 0.051 -0.922 3.030 0.0 0.0 0.0
H -1.376 0.146 4.304 0.0 0.0 0.0
H -0.519 1.638 4.061 0.0 0.0 0.0
H -2.697 0.442 2.339 0.0 0.0 0.0
H -2.602 2.046 3.045 0.0 0.0 0.0
H -2.154 1.689 0.606 0.0 0.0 0.0
Se 3.222 -0.449 1.057 0.1 0.1 -0.2
Se 3.216 -2.276 -0.390 0.0 0.0 0.1
C 1.698 -3.040 0.503 0.0 0.1 0.0
C 1.728 -4.418 0.660 0.1 0.0 0.0
C 0.699 -5.046 1.337 -0.1 0.1 0.0
C -0.311 -4.253 1.863 0.0 -0.1 0.0
C -0.266 -2.893 1.646 0.0 0.1 0.0
N 0.703 -2.260 0.954 0.0 0.0 0.0
C 3.529 0.904 -0.261 -0.1 -0.1 0.0
C 4.790 1.327 -0.620 0.1 0.0 0.1
C 4.891 2.282 -1.626 -0.1 0.0 0.0
C 3.724 2.747 -2.209 0.1 0.0 0.0
C 2.502 2.265 -1.768 -0.1 0.1 -0.1
N 2.386 1.357 -0.792 0.0 0.0 0.0
H 2.573 -4.981 0.285 0.0 0.0 0.0
H 0.706 -6.118 1.479 0.0 0.0 0.0
H -1.122 -4.674 2.441 0.0 0.0 0.0
H -1.070 -2.274 2.022 0.0 0.0 0.0
H 5.665 0.917 -0.135 0.0 0.0 0.0
H 5.859 2.644 -1.946 0.0 0.0 0.0
H 3.748 3.480 -3.003 0.0 0.0 0.0
H 1.594 2.627 -2.223 0.0 0.0 0.0
F -0.729 -0.587 -2.575 0.0 0.0 0.0
C 0.440 -0.763 -1.842 0.1 -0.4 -0.1
F 0.579 -2.149 -1.902 0.0 0.1 0.0
F 1.401 -0.320 -2.683 0.0 0.1 0.0
N -1.771 1.361 -4.521 0.0 0.0 0.0
C -1.496 2.634 -4.263 0.1 0.2 0.0
N -1.841 3.588 -5.110 0.0 0.0 0.0
N -0.846 3.032 -3.147 -0.3 -0.1 0.1
C -0.684 2.302 -2.125 0.2 -0.1 -0.2
N -0.414 1.726 -1.141 0.0 0.1 0.1
H -2.239 1.094 -5.372 0.0 0.0 0.0
H -1.352 0.632 -3.963 0.0 0.0 0.0
H -2.282 3.397 -5.995 0.0 0.0 0.0
H -1.660 4.549 -4.866 0.0 0.0 0.0
S -2.133 -0.742 0.167 0.0 0.1 -0.1
C -2.615 -2.249 -0.517 0.0 0.0 0.0
N -3.869 -2.658 -0.372 0.0 0.0 0.0
C -4.125 -3.934 -1.052 0.0 0.0 0.0
C -2.732 -4.282 -1.620 0.0 0.0 0.0
N -1.914 -3.134 -1.196 0.0 -0.1 0.0
H -4.575 -2.104 0.083 0.0 0.0 0.0
H -4.873 -3.811 -1.833 0.0 0.0 0.0
H -4.481 -4.680 -0.345 0.0 0.0 0.0
H -2.734 -4.362 -2.705 0.0 0.0 0.0
H -2.334 -5.205 -1.205 0.0 0.0 0.0
H -0.951 -2.992 -1.462 0.0 0.1 0.0
```
Forces are in eV/Å.

Output
LUMO: -8.22 eV
spin multiplicity: 1
molar mass: 877.05 g/mol
total charge: +3

Here are the Löwdin charges for atoms 1 to 4, given in e: number 1, Hf, carries 1.51; number 2, C, carries -0.17; number 3, C, carries -0.14; number 4, N, carries -0.12

---

[5]
# C2H5NO2S2

The molecule C2H5NO2S2 at a distorted geometry (the ωB97M-V functional and the def2-TZVPD basis, OMol25).

Geometry as XYZ:
```
12
Properties=species:S:1:pos:R:3:forces:R:3
C -2.468 -0.024 -0.351 0.4 1.6 0.0
C 1.678 0.534 -0.432 -1.3 3.4 -0.6
N -3.397 -0.702 0.110 -0.3 -0.7 1.4
O 2.507 1.071 0.569 1.2 -3.0 0.2
O -0.727 1.904 0.177 1.3 1.9 -0.5
S 0.358 -0.731 0.144 4.1 -0.5 -1.2
S -1.142 0.652 0.779 -5.0 -0.6 -0.1
H -2.435 0.376 -1.399 0.6 0.0 1.0
H 2.374 1.974 0.772 -0.8 1.2 -0.1
H 1.104 1.512 -0.731 0.3 -2.5 -0.2
H 2.231 0.193 -1.326 -0.1 -0.4 0.8
H -4.171 -0.859 -0.499 -0.4 -0.3 -0.7
```
Forces are in eV/Å.

Output
LUMO (spin up / spin down): 0.45 / -3.32 eV
spin multiplicity: 3
molar mass: 139.20 g/mol
ΔE to the lowest compared entry with this formula, charge and spin: 1.654 eV
total charge: 0

Here are the Löwdin charges for atoms 1 to 4, given in e: number 1, C, carries -0.47; number 2, C, carries -0.53; number 3, N, carries 0.02; number 4, O, carries -0.11

---

Q: Look up the total charge of the second one.
A: +1